This record from the OMol25 dataset describes a 8-piece molecular cluster, C60H112N13 overall at a distorted geometry. The level of theory is ωB97M-V/def2-TZVPD.

Structure (ORCA input):
```
! wB97M-V def2-TZVPD RIJCOSX def2/J DEFGRID3
* xyz 9 1
C -1.92347 -6.46862 2.28784
N -0.91784 -5.68342 2.97404
C -1.16830 -5.22275 4.26796
C -0.18070 -4.52932 5.04188
C 1.02307 -4.22040 4.34124
C 1.21910 -4.60380 3.00514
C 0.28681 -5.41827 2.33936
C 2.15260 -3.59252 5.03709
C 2.98854 -2.59623 4.41016
C 4.07087 -2.06325 5.14645
N 4.49297 -2.48276 6.37909
C 3.69305 -3.37701 6.99631
C 2.51769 -3.91606 6.42772
C 5.77025 -2.08710 7.04555
H -1.96287 -7.44792 2.76483
H -1.55947 -6.61583 1.27102
H -2.93883 -6.07602 2.34260
H -2.13037 -5.62175 4.55365
H -0.44316 -4.34378 6.07294
H 2.17952 -4.32417 2.59795
H 0.45846 -5.79723 1.34271
H 2.79285 -2.20217 3.42384
H 4.63902 -1.22643 4.76786
H 4.07326 -3.69256 7.95665
H 1.90300 -4.61759 6.97216
H 5.58481 -1.08152 7.42306
H 6.54069 -2.16475 6.27843
H 5.93152 -2.79837 7.85560
C -0.83538 -9.42569 -7.20232
C -1.08794 -7.98636 -7.70663
N -1.24528 -7.13516 -6.55167
C -0.27287 -6.86661 -5.57660
C -0.80767 -5.80533 -4.77490
N -2.15435 -5.68178 -5.02648
C -2.36826 -6.38745 -6.17485
C -3.05270 -5.03863 -4.21723
H 0.10826 -9.49484 -6.66116
H -0.74113 -10.21012 -7.95325
H -1.66093 -9.84775 -6.62921
H -1.89696 -7.84684 -8.42366
H -0.27379 -7.64093 -8.34377
H 0.70113 -7.27072 -5.80987
H -0.24734 -5.27869 -4.01656
H -3.37875 -6.44250 -6.55205
H -2.82289 -5.11628 -3.15457
H -4.05343 -5.47061 -4.22285
H -2.99298 -3.97474 -4.44675
C -0.44181 1.47385 -1.90286
C -1.31100 1.26516 -3.16425
N -1.36798 2.49267 -4.00107
C -1.44017 2.54080 -5.38511
C -1.34855 3.86019 -5.80255
N -1.19971 4.62402 -4.68843
C -1.14746 3.79000 -3.62396
C -1.05335 6.10905 -4.58475
H -0.24059 0.58917 -1.29874
H -0.82333 2.13748 -1.12689
H 0.52670 1.90521 -2.15589
H -2.26472 0.83774 -2.85473
H -0.80791 0.58138 -3.84795
H -1.47415 1.64160 -5.98234
H -1.27794 4.19914 -6.82555
H -0.82746 4.07684 -2.63314
H -0.06846 6.51446 -4.81656
H -1.36193 6.52226 -3.62447
H -1.70523 6.64939 -5.27118
C 0.17298 0.49818 2.27727
C -0.60471 -0.82198 2.45086
N -1.34207 -1.03948 1.21984
C -2.52148 -0.43040 0.78457
C -2.87255 -0.91369 -0.47023
N -1.79188 -1.67075 -0.90223
C -1.00987 -1.82278 0.18364
C -1.59233 -2.34117 -2.15846
H 0.62516 0.79623 3.22321
H -0.47577 1.31005 1.94851
H 0.99295 0.33962 1.57684
H -1.26182 -0.91906 3.31509
H 0.10288 -1.62740 2.64762
H -2.93018 0.40418 1.33488
H -3.60103 -0.59553 -1.20131
H -0.09264 -2.38430 0.28255
H -1.53488 -3.42657 -2.07647
H -0.75355 -1.83391 -2.63515
H -2.39204 -2.06590 -2.84606
C -5.84354 -0.73488 -4.19487
C -7.19249 -0.83574 -3.34907
N -7.62879 0.49414 -3.00867
C -7.87114 1.52068 -3.89510
C -8.07383 2.62205 -3.08713
N -8.19821 2.29369 -1.75002
C -7.96159 0.93796 -1.74743
C -8.33039 3.17715 -0.63075
H -5.07722 -0.12931 -3.71100
H -6.08350 -0.31702 -5.17258
H -5.30543 -1.64541 -4.45848
H -6.91044 -1.26437 -2.38739
H -8.01582 -1.43606 -3.73618
H -7.73502 1.37210 -4.95613
H -8.30118 3.61067 -3.45774
H -8.07674 0.33928 -0.85596
H -8.22103 4.20753 -0.96908
H -7.56976 2.91068 0.10310
H -9.28239 2.98461 -0.13606
C 3.89262 7.23014 2.71156
C 3.97154 6.11449 1.63676
C 3.88575 4.71166 2.33080
N 3.74901 3.53941 1.22852
C 2.31667 3.58894 0.61103
C 3.95361 2.19763 2.07903
C 5.22869 1.53475 1.52906
C 5.29228 2.07487 0.16025
C 4.90989 3.57112 0.23350
H 4.56416 7.16365 3.56755
H 2.86858 7.35217 3.06445
H 4.01891 8.25054 2.34972
H 4.95188 6.17466 1.16410
H 3.22358 6.24563 0.85480
H 3.00884 4.78478 2.97406
H 4.81627 4.47415 2.84637
H 1.48694 3.17814 1.18624
H 2.28195 2.97798 -0.29099
H 2.13565 4.57404 0.18102
H 3.18398 1.48966 1.77153
H 3.89153 2.30254 3.16220
H 5.19887 0.44518 1.52331
H 6.11838 1.85626 2.07052
H 4.60385 1.47406 -0.43405
H 6.28512 1.96062 -0.27485
H 4.45862 3.93765 -0.68851
H 5.71834 4.13268 0.70164
C 1.83837 -2.47204 -3.53994
C 1.97954 -1.23881 -4.48137
C 2.99891 -0.16100 -4.01805
N 3.33225 0.88428 -5.16121
C 3.99722 0.18888 -6.34364
C 4.07937 2.09539 -4.55785
C 3.91157 3.24390 -5.59634
C 2.52941 2.87038 -6.30559
C 2.06580 1.54640 -5.67124
H 2.74299 -3.07542 -3.46447
H 1.08727 -3.22993 -3.76253
H 1.58135 -2.07053 -2.55972
H 0.98043 -0.87037 -4.71403
H 2.36725 -1.62398 -5.42446
H 3.97807 -0.56375 -3.75893
H 2.59473 0.36141 -3.15097
H 4.50783 0.91281 -6.97870
H 3.31406 -0.39467 -6.96078
H 4.71619 -0.53787 -5.96545
H 5.14066 1.86057 -4.47643
H 3.62054 2.32343 -3.59578
H 4.76769 3.20846 -6.27006
H 3.83726 4.20233 -5.08255
H 2.53891 2.84144 -7.39516
H 1.73822 3.52135 -5.93362
H 1.49131 0.85907 -6.29224
H 1.49806 1.77288 -4.76876
C -0.83251 -1.17837 8.15868
C -1.37510 0.11179 7.60130
C -0.32773 1.26432 7.73957
N -0.77688 2.52889 6.96149
C -0.61578 2.24141 5.39239
C 0.15567 3.74158 7.25692
C -0.70840 4.90683 7.90094
C -2.01804 4.61889 7.25185
C -2.17508 3.08988 7.36769
H -1.65680 -1.88953 8.21238
H -0.46356 -1.13993 9.18362
H -0.05454 -1.57511 7.50641
H -2.23806 0.56350 8.09054
H -1.55307 0.02402 6.52952
H 0.66412 0.97101 7.39562
H -0.02448 1.52022 8.75479
H -0.79765 3.16288 4.83929
H -1.19478 1.45126 4.91435
H 0.42853 1.99248 5.20381
H 0.54403 4.05844 6.28900
H 1.10707 3.47550 7.71752
H -0.23258 5.84584 7.61817
H -0.79184 4.80526 8.98298
H -2.06078 4.89724 6.19886
H -2.78685 5.12602 7.83482
H -3.00266 2.63090 6.82681
H -2.27603 2.78134 8.40823
*
```

Kohn-Sham gap: 6.14 eV
E: -83292.4588 eV
LUMO level: -18.45 eV
Highest occupied orbital energy: -24.5972 eV

This record from the OMol25 dataset describes one molecule with the formula C15H26O. The level of theory is ωB97M-V/def2-TZVPD.

Structure (ORCA input):
```
! wB97M-V def2-TZVPD RIJCOSX def2/J DEFGRID3
* xyz 0 1
C -5.77995 0.98652 -0.45840
C -5.03926 -0.04673 -0.11054
C -3.52972 -0.06593 -0.12148
C -3.06913 -1.13245 -1.12840
O -3.06372 1.20638 -0.52249
C -3.05631 -0.41166 1.31667
C -1.62311 0.02807 1.64756
C -0.58158 -0.68940 0.84745
C 0.35109 -0.17730 0.05022
C 0.54614 1.28066 -0.24285
C 1.33728 -1.08938 -0.63584
C 2.51620 -1.45334 0.28919
C 3.30242 -0.24898 0.71012
C 4.27300 0.34452 0.02434
C 4.96791 1.56624 0.55180
C 4.76392 -0.10477 -1.31967
H -6.85595 0.95077 -0.43138
H -5.32469 1.90605 -0.78125
H -5.48648 -0.97535 0.21835
H -3.48571 -2.10371 -0.87524
H -1.98376 -1.20510 -1.13531
H -3.41113 -0.85483 -2.12348
H -2.10998 1.13789 -0.64220
H -3.15714 -1.48798 1.46522
H -3.72603 0.09066 2.01897
H -1.54911 1.10931 1.53325
H -1.45242 -0.19908 2.70536
H -0.60916 -1.76689 0.96957
H -0.06507 1.92292 0.38424
H 1.59198 1.54213 -0.08797
H 0.30949 1.48531 -1.28881
H 1.72803 -0.60379 -1.53127
H 0.84263 -2.01681 -0.93552
H 2.11843 -1.94808 1.17712
H 3.15689 -2.16673 -0.23396
H 3.01235 0.17316 1.66389
H 4.88836 2.38475 -0.16368
H 6.02811 1.36234 0.70119
H 4.54070 1.88706 1.49845
H 4.40107 -1.09444 -1.57879
H 4.43040 0.59326 -2.08845
H 5.85301 -0.11528 -1.33601
*
```

Kohn-Sham gap: 9.45 eV
E: -18023.0832 eV
LUMO level: 0.79 eV
Energy above the lowest of the compared OMol25 structures with the same formula, charge and spin: 42.1 kcal per mole
Highest occupied orbital energy: -8.6636 eV
SMILES string: C=C[C@@](C)(O)CC/C=C(\C)CCC=C(C)C